No. 1
{
  "formula": "C6H12AsF7O6Rb2",
  "method": "the ωB97M-V functional and the def2-TZVPD basis",
  "elements": ["Rb", "Rb", "As", "F", "F", "F", "F", "F", "F", "F", "C", "O", "C", "O", "O", "C", "H", "H", "H", "H", "H", "H", "C", "O", "C", "O", "O", "C", "H", "H", "H", "H", "H", "H"],
  "coordinates": [[19.0583, -20.2653, 17.0335], [15.6150, -20.4096, 13.5112], [19.3455, -21.0741, 13.3261], [20.4815, -21.3140, 14.6134], [20.3625, -19.9665, 12.5335], [18.1313, -20.8734, 12.0836], [18.2348, -22.1773, 14.0937], [18.6818, -19.7393, 14.2233], [20.0631, -22.3650, 12.4638], [16.4222, -19.4431, 16.1339], [21.9388, -17.1102, 14.5511], [20.5886, -16.6518, 14.6321], [19.9608, -16.8645, 15.7784], [20.4253, -17.4156, 16.7458], [18.7269, -16.3716, 15.6759], [17.8082, -16.7353, 16.6887], [22.3921, -17.1728, 15.5357], [22.4483, -16.4092, 13.8992], [21.9385, -18.1057, 14.1052], [18.2860, -16.8590, 17.6624], [17.2952, -17.6703, 16.4223], [17.0626, -15.9470, 16.7721], [15.6033, -18.8081, 18.9079], [15.9361, -19.1051, 20.2868], [17.2043, -19.3882, 20.4863], [18.0203, -19.5755, 19.6100], [17.4527, -19.4472, 21.7926], [18.7870, -19.8221, 22.1293], [15.8319, -19.6342, 18.2411], [16.1258, -17.9165, 18.5740], [14.5347, -18.6150, 18.8957], [19.0110, -20.8208, 21.7586], [18.8321, -19.8264, 23.2154], [19.5038, -19.0953, 21.7518]],
  "total_energy_ha": -3670.53467,
  "homo_lumo_gap_ev": 9.08,
  "lumo_ha": -0.017,
  "molar_mass_g_mol": 559.00
}

***

No. 2
{
  "formula": "H12O6",
  "method": "the ωB97M-V functional and the def2-TZVPD basis",
  "elements": ["O", "H", "H", "O", "H", "H", "O", "H", "H", "O", "H", "H", "O", "H", "H", "O", "H", "H"],
  "coordinates": [[-7.4732, 0.1786, -13.1516], [-7.2615, 1.0408, -12.7939], [-6.6751, -0.0967, -13.6026], [-1.7572, 0.1914, -11.4729], [-1.6223, 0.2047, -10.5254], [-1.2766, -0.5802, -11.7729], [-4.8333, -1.0584, -9.1051], [-5.0917, -1.8997, -9.4815], [-5.1406, -1.0961, -8.1994], [-7.0763, -3.2032, -13.3866], [-6.8245, -2.3354, -13.7024], [-6.4125, -3.4226, -12.7328], [-4.8579, -0.9135, -13.2098], [-4.7598, -1.4483, -12.4220], [-4.1629, -0.2587, -13.1433], [-2.0654, -3.3205, -13.2941], [-2.1158, -2.7333, -12.5399], [-1.7630, -2.7639, -14.0118]],
  "total_energy_ha": -458.60941,
  "smiles": "O.O.O.O.O.O",
  "homo_lumo_gap_ev": 10.85,
  "lumo_ha": -0.004,
  "relative_energy_kcal_mol": 39.6,
  "molar_mass_g_mol": 108.09
}

***

No. 3
{
  "formula": "C2H3NO3",
  "method": "the ωB97M-V functional and the def2-TZVPD basis",
  "elements": ["C", "O", "O", "H", "H", "N", "C", "O", "H"],
  "coordinates": [[0.2568, -0.8304, -0.5716], [-0.6641, -1.6907, -0.9756], [0.2809, -0.4806, 0.7385], [-1.4888, -1.5424, -0.4849], [1.2101, -1.0355, -1.0610], [0.1136, 1.9907, 1.0141], [0.0826, 0.9902, 0.3028], [-0.0504, 0.7360, -0.9669], [0.2591, 1.8627, 2.0046]],
  "total_energy_ha": -358.44854,
  "homo_lumo_gap_ev": 11.29,
  "lumo_ha": 0.023,
  "relative_energy_kcal_mol": 50.9,
  "molar_mass_g_mol": 89.05
}

***

No. 4
{
  "formula": "C4H12N2S",
  "method": "the ωB97M-V functional and the def2-TZVPD basis",
  "elements": ["C", "C", "C", "S", "N", "C", "N", "H", "H", "H", "H", "H", "H", "H", "H", "H", "H", "H", "H"],
  "coordinates": [[1.6449, 1.3670, -0.5164], [0.7633, 0.2400, 0.0719], [0.9606, -0.9787, -0.8393], [0.5308, -2.5779, -0.0730], [-0.6623, 0.5817, -0.0824], [-1.3016, 1.3100, 1.0459], [-2.1904, 2.2909, 0.4835], [2.6664, 1.3159, -0.2153], [1.5359, 1.3140, -1.6002], [1.1795, 2.3440, -0.3468], [1.0009, 0.0097, 1.1028], [0.4647, -0.8932, -1.7954], [2.0280, -1.1564, -1.0002], [-0.8074, -2.4936, -0.1085], [-0.7859, 1.1105, -0.9362], [-1.7707, 0.4962, 1.5989], [-0.4994, 1.8032, 1.5703], [-2.3963, 3.0777, 1.0788], [-3.0691, 1.9023, 0.1777]],
  "total_energy_ha": -667.27536,
  "smiles": "C[C@H](CS)NCN",
  "homo_lumo_gap_ev": 9.61,
  "lumo_ha": 0.038,
  "relative_energy_kcal_mol": 12.3,
  "molar_mass_g_mol": 120.22
}

***

No. 5
{
  "formula": "C31H89N10O8P3",
  "method": "the ωB97M-V functional and the def2-TZVPD basis",
  "elements": ["O", "P", "N", "C", "C", "N", "C", "C", "N", "C", "C", "H", "H", "H", "H", "H", "H", "H", "H", "H", "H", "H", "H", "H", "H", "H", "H", "H", "H", "O", "P", "N", "C", "C", "N", "C", "C", "N", "C", "C", "H", "H", "H", "H", "H", "H", "H", "H", "H", "H", "H", "H", "H", "H", "H", "H", "H", "H", "O", "P", "N", "C", "C", "N", "C", "C", "N", "C", "C", "H", "H", "H", "H", "H", "H", "H", "H", "H", "H", "H", "H", "H", "H", "H", "H", "H", "H", "C", "C", "C", "C", "C", "C", "N", "O", "C", "C", "C", "H", "H", "H", "H", "H", "H", "H", "H", "H", "H", "H", "H", "H", "H", "H", "H", "H", "H", "H", "C", "O", "H", "H", "H", "H", "C", "O", "H", "H", "H", "H", "C", "O", "H", "H", "H", "H", "C", "O", "H", "H", "H", "H"],
  "coordinates": [[-1.1250, 1.3028, -2.4614], [-1.0769, 2.1504, -3.7157], [0.3150, 3.0018, -3.6784], [0.6491, 3.9062, -4.7315], [1.0194, 3.2182, -2.4236], [-2.3381, 3.1979, -3.8898], [-2.2907, 4.4034, -3.0253], [-3.6417, 2.6277, -4.1118], [-1.2037, 1.1916, -5.0496], [-1.4683, 1.6346, -6.3359], [-0.5596, -0.1368, -4.9179], [1.6821, 4.2223, -4.5697], [0.0888, 4.8431, -4.6922], [0.5445, 3.4873, -5.7222], [2.0557, 2.8924, -2.5358], [0.5367, 2.6547, -1.6271], [0.9757, 4.2773, -2.1440], [-1.2588, 4.7073, -2.9221], [-2.9310, 5.1760, -3.4858], [-2.6242, 4.1712, -2.0061], [-3.5497, 1.5923, -4.4635], [-4.2056, 2.6501, -3.1729], [-4.2009, 3.1784, -4.8672], [-2.2807, 1.1277, -6.8488], [-1.7421, 2.6687, -6.3073], [-0.6673, 1.4330, -7.0146], [-0.8334, -0.5564, -3.9335], [0.5182, -0.0515, -4.8648], [-0.8660, -0.8659, -5.6606], [1.9789, -3.6017, 6.0090], [2.7394, -4.1065, 4.8373], [2.6744, -5.7949, 4.8315], [3.0533, -6.4991, 3.6827], [1.6700, -6.3072, 5.6437], [4.3763, -3.8573, 4.7538], [5.2156, -4.5022, 5.7338], [4.8286, -2.5389, 4.4847], [2.1817, -3.4890, 3.4215], [0.7260, -3.3174, 3.3149], [2.8505, -3.4574, 2.1053], [3.5883, -7.4374, 3.9750], [3.7148, -5.9533, 3.0218], [2.1744, -6.7931, 3.0503], [1.8137, -7.3569, 5.8809], [0.6550, -6.4361, 5.2213], [1.6168, -5.6688, 6.5221], [4.8762, -4.3671, 6.7730], [5.1572, -5.5746, 5.5737], [6.2614, -4.3385, 5.5054], [5.8306, -2.5950, 4.0696], [4.1868, -2.0700, 3.7576], [4.8144, -1.8773, 5.3611], [0.2734, -3.2711, 4.2998], [0.5380, -2.4290, 2.7411], [0.2472, -4.1594, 2.8135], [2.6889, -2.4995, 1.5844], [2.4919, -4.2432, 1.4266], [3.9248, -3.5348, 2.2263], [0.0159, 6.7711, 1.9824], [0.9384, 5.8505, 2.6698], [0.9675, 6.1864, 4.2743], [-0.0257, 7.0204, 4.9087], [1.9594, 5.6745, 5.1361], [2.4278, 5.8240, 1.9661], [2.9244, 7.0955, 1.4926], [3.4314, 4.8034, 2.2230], [0.5455, 4.2279, 2.7499], [0.5118, 3.4569, 1.5261], [-0.5091, 3.9155, 3.7418], [0.4309, 8.0026, 5.1413], [-0.2724, 6.5122, 5.8373], [-0.8740, 7.2627, 4.2706], [1.9927, 4.5851, 5.2143], [1.9030, 6.1091, 6.1350], [2.9916, 5.8635, 4.8217], [2.1129, 7.7558, 1.2451], [3.5958, 7.5374, 2.2245], [3.4480, 6.9930, 0.5442], [3.9332, 4.4924, 1.2861], [4.2172, 5.0923, 2.9439], [2.9672, 3.9090, 2.6367], [-0.3835, 3.6868, 0.9291], [1.3935, 3.6817, 0.9192], [0.5599, 2.3958, 1.7648], [-1.3491, 4.6307, 3.6914], [-0.0816, 3.9464, 4.7484], [-0.8954, 2.9274, 3.5212], [-4.0336, -1.1199, -3.6266], [-3.9864, -2.2751, -2.6291], [-4.9662, -2.0882, -1.4594], [-6.4075, -2.1533, -1.8386], [-6.6315, -3.5864, -2.4176], [-5.7494, -3.9280, -3.6126], [-4.2992, -3.6471, -3.2659], [-3.6020, -3.7969, -4.5212], [-5.9166, -5.4035, -3.9665], [-6.2202, -3.0418, -4.7344], [-2.5358, -2.4683, -2.1881], [-5.0219, -0.7059, -3.7594], [-3.5589, -1.4898, -4.5158], [-3.4172, -0.3007, -3.2831], [-4.8185, -2.8738, -0.6939], [-4.7323, -1.1486, -0.9811], [-6.7149, -1.3584, -2.5241], [-7.0095, -2.0022, -0.9204], [-7.6629, -3.6914, -2.7705], [-6.4449, -4.3011, -1.6071], [-5.3341, -6.0146, -3.3039], [-6.9847, -5.6068, -3.9852], [-5.5164, -5.6549, -4.9427], [-6.5545, -2.0601, -4.3782], [-5.4002, -2.9202, -5.4370], [-7.0882, -3.4222, -5.2622], [-2.3461, -3.4517, -1.7684], [-2.2372, -1.7286, -1.4381], [-1.8956, -2.4054, -3.0448], [-2.8633, -4.3980, -4.3360], [2.2285, -0.0530, 3.6292], [1.2210, 0.8219, 4.1124], [2.3142, -0.8453, 4.3595], [1.9739, -0.4018, 2.6201], [3.2067, 0.4433, 3.6494], [1.1031, 0.6707, 5.0431], [2.0593, -3.1031, -3.0454], [0.6321, -3.0006, -2.9868], [2.3217, -3.9044, -3.7374], [2.5127, -2.1661, -3.3934], [2.4166, -3.3186, -2.0442], [0.3559, -2.2814, -2.3822], [4.5789, 0.9064, -0.4177], [5.9192, 0.5250, -0.3348], [3.9233, 0.2629, -1.0035], [4.2052, 0.9656, 0.6071], [4.5365, 1.8530, -0.9495], [6.0338, -0.0679, 0.4101], [0.6213, -0.0776, -0.1355], [0.3675, -0.5838, -1.4530], [1.6941, -0.0904, -0.0205], [0.2829, 0.9434, -0.0414], [0.1361, -0.7380, 0.6036], [-0.2421, 0.0433, -1.8652]],
  "total_energy_ha": -3408.11000,
  "smiles": "CN(C)P(=O)(N(C)C)N(C)C.CN(C)P(=O)(N(C)C)N(C)C.CN(C)P(=O)(N(C)C)N(C)C.CC1(C)CCCC(C)(C)N1O.CO.CO.CO.CO",
  "homo_lumo_gap_ev": 8.71,
  "lumo_ha": 0.010,
  "relative_energy_kcal_mol": 0.0,
  "molar_mass_g_mol": 823.04
}

***

No. 6
{
  "formula": "C2H2F2N2",
  "method": "the ωB97M-V functional and the def2-TZVPD basis",
  "elements": ["C", "C", "N", "N", "F", "F", "H", "H"],
  "coordinates": [[-0.6447, -0.0749, 0.7787], [-0.5457, 0.4186, -0.5955], [-0.4228, -1.2466, 1.0895], [0.3048, 1.0906, -1.1310], [-0.9485, 0.9225, 1.6530], [-1.8207, -0.0587, -1.4763], [-0.4721, -1.4883, 2.0737], [0.2348, 1.3469, -2.1067]],
  "total_energy_ha": -386.60447,
  "smiles": "[H]/N=C(F)/C(F)=N/[H]",
  "homo_lumo_gap_ev": 12.05,
  "lumo_ha": 0.011,
  "relative_energy_kcal_mol": 11.7,
  "molar_mass_g_mol": 92.05
}

***

No. 7
{
  "formula": "C3H9NOS",
  "method": "the ωB97M-V functional and the def2-TZVPD basis",
  "elements": ["C", "C", "C", "H", "H", "H", "H", "H", "H", "H", "H", "H", "N", "O", "S"],
  "coordinates": [[0.8489, -0.3741, -0.2569], [1.1784, 1.0648, 0.2297], [-0.3559, -0.9328, 0.5043], [2.8122, -0.6725, -0.1950], [2.0168, -2.0677, -0.7377], [0.6897, -0.3200, -1.3121], [2.0564, 1.3730, -0.4212], [1.3204, 1.0292, 1.2617], [0.2720, 2.8418, 0.0483], [-0.4274, -2.0098, 0.4386], [-0.2234, -0.7621, 1.5324], [-1.6622, 0.9268, 0.1446], [2.0161, -1.2347, -0.0635], [0.0563, 1.9058, -0.1045], [-1.9654, -0.3431, -0.1464]],
  "total_energy_ha": -647.85248,
  "smiles": "N[C@H](CO)CS",
  "homo_lumo_gap_ev": 9.36,
  "lumo_ha": 0.026,
  "relative_energy_kcal_mol": 28.6,
  "molar_mass_g_mol": 107.18
}

***

No. 8
{
  "formula": "C3H5NO2",
  "method": "the ωB97M-V functional and the def2-TZVPD basis",
  "elements": ["O", "C", "C", "O", "C", "N", "H", "H", "H", "H", "H"],
  "coordinates": [[-1.5242, -0.8521, -0.4468], [-0.3572, -0.1130, -0.7320], [0.3253, 0.2228, 0.5907], [0.5508, -0.9320, 1.3525], [1.6041, 0.8715, 0.2663], [2.5653, 1.3908, -0.1117], [-2.2046, -0.2399, -0.7449], [0.2903, -0.6869, -1.4030], [-0.6507, 0.8187, -1.2269], [-0.3134, 0.9442, 1.1300], [-0.2858, -1.4243, 1.3259]],
  "total_energy_ha": -322.51457,
  "smiles": "N#C[C@H](O)CO",
  "homo_lumo_gap_ev": 11.30,
  "lumo_ha": 0.013,
  "relative_energy_kcal_mol": 37.5,
  "molar_mass_g_mol": 87.08
}